29
Properties=species:S:1:pos:R:3 method="wB97M-V/def2-TZVPD" molar_mass_g_mol=244.31 lumo_ev=4.68 gap_ev=2.920 relative_energy_kcal_mol=1.81 total_charge=-2 multiplicity=1 max_force_ev_per_a=0.6
Li 1.469 -0.620 -0.975
S 2.784 0.683 -3.883
C 1.283 1.179 -3.307
N 0.419 0.517 -2.565
C -0.709 1.249 -2.289
C -1.785 0.782 -1.529
C -2.879 1.605 -1.326
C -2.929 2.893 -1.862
C -1.863 3.374 -2.614
C -0.767 2.551 -2.820
S 0.699 2.840 -3.710
H -1.709 -0.204 -1.086
H -3.706 1.248 -0.722
H -3.792 3.524 -1.686
H -1.889 4.375 -3.029
C -0.126 -2.600 2.192
C 1.149 -1.735 1.891
C 1.033 -0.478 2.820
C 2.357 -2.566 2.455
N 1.282 -1.417 0.553
H -0.231 -2.871 3.257
H -0.072 -3.511 1.591
H -1.007 -2.037 1.873
H 0.923 -0.729 3.890
H 0.171 0.109 2.495
H 1.929 0.132 2.682
H 2.248 -2.831 3.521
H 3.270 -1.982 2.319
H 2.450 -3.480 1.863